ORCA calculation (ωB97M-V with the def2-TZVPD basis set) on C48H52CaGe2N9OS as an isolated structure.

Properties
- 2S+1: 1
- Energy above the lowest of the compared OMol25 structures with the same formula, charge and spin: 22.96 kcal/mol
- Total charge: -1
- HOMO level: -5.146 eV
- LUMO: 1.72 eV

Element x y z (Å)
Ca1 0.005 1.426 -0.472
C1 0.704 3.517 -5.349
C2 0.935 2.456 -4.271
Ge1 -0.160 0.853 -4.528
C3 -2.083 1.249 -4.316
C4 -2.734 1.760 -5.602
C5 0.127 -0.070 -6.249
C6 0.430 -1.353 -5.959
Ge2 0.588 -1.384 -3.967
C7 -0.627 -2.588 -2.992
C8 -0.158 -4.021 -2.741
C9 2.468 -1.596 -3.418
C10 3.196 -2.836 -3.936
C11 0.630 -2.434 -6.953
C12 0.453 -2.235 -8.326
C13 0.640 -3.267 -9.229
C14 1.008 -4.533 -8.784
C15 1.187 -4.749 -7.428
C16 0.999 -3.709 -6.527
H1 1.434 4.326 -5.274
H2 -0.285 3.969 -5.252
H3 0.778 3.102 -6.359
H4 0.723 2.874 -3.283
H5 1.980 2.142 -4.244
H6 -2.195 1.986 -3.516
H7 -2.584 0.342 -3.970
H8 -2.274 2.689 -5.943
H9 -3.802 1.953 -5.467
H10 -2.630 1.032 -6.410
H11 0.033 0.294 -7.272
H12 -1.580 -2.584 -3.527
H13 -0.833 -2.099 -2.038
H14 -0.016 -4.583 -3.666
H15 -0.886 -4.568 -2.137
H16 0.791 -4.042 -2.198
H17 2.510 -1.544 -2.330
H18 2.986 -0.696 -3.758
H19 2.687 -3.763 -3.664
H20 4.209 -2.893 -3.529
H21 3.281 -2.821 -5.024
H22 0.161 -1.259 -8.690
H23 0.496 -3.087 -10.287
H24 1.152 -5.340 -9.491
H25 1.476 -5.727 -7.064
H26 1.149 -3.889 -5.470
C17 -2.822 3.318 1.233
N1 -2.594 2.856 -0.127
C18 -3.733 2.053 -0.556
C19 -2.423 4.004 -1.025
C20 -1.089 4.692 -0.847
C21 -1.053 6.059 -0.587
C22 0.166 6.711 -0.437
C23 1.338 5.978 -0.558
C24 1.275 4.608 -0.815
C25 0.070 3.901 -0.963
H27 -3.790 3.842 1.321
H28 -2.038 4.014 1.525
H29 -2.824 2.472 1.923
H30 -4.651 2.663 -0.610
H31 -3.897 1.235 0.144
H32 -3.539 1.619 -1.536
H33 -3.260 4.713 -0.890
H34 -2.496 3.625 -2.048
H35 -1.980 6.621 -0.498
H36 0.197 7.775 -0.230
H37 2.300 6.469 -0.448
H38 2.220 4.072 -0.897
C26 -0.555 -4.299 12.490
O1 -0.703 -2.936 12.143
C27 -0.510 -2.595 10.840
C28 -0.658 -1.242 10.536
C29 -0.484 -0.798 9.245
C30 -0.155 -1.689 8.219
C31 -0.007 -3.031 8.535
C32 -0.182 -3.494 9.835
C33 0.017 -1.173 6.857
N2 -0.029 0.094 6.524
C34 0.164 0.117 5.164
C35 0.333 -1.153 4.674
N3 0.239 -1.976 5.769
C36 0.580 -1.447 3.298
C37 0.824 -2.719 2.770
C38 1.067 -2.849 1.427
C39 1.051 -1.701 0.630
N4 0.815 -0.497 1.107
C40 0.587 -0.351 2.420
C41 0.378 1.009 2.917
N5 0.387 2.008 2.012
C42 0.291 3.254 2.438
C43 0.146 3.587 3.790
C44 0.083 2.578 4.718
C45 0.204 1.251 4.287
H39 -0.744 -4.362 13.558
H40 0.457 -4.656 12.280
H41 -1.277 -4.925 11.958
H42 -0.914 -0.555 11.333
H43 -0.600 0.249 9.002
H44 0.261 -3.757 7.776
H45 -0.057 -4.547 10.040
H46 0.259 -2.980 5.764
H47 0.820 -3.593 3.411
H48 1.263 -3.812 0.978
H49 1.231 -1.769 -0.437
H50 0.323 4.024 1.673
H51 0.073 4.627 4.075
H52 -0.049 2.780 5.773
N6 2.142 0.935 -1.381
C46 3.270 0.853 -1.084
N7 4.533 0.808 -0.792
C47 4.897 -0.275 -0.105
N8 5.284 -1.195 0.486
S1 -2.882 -2.104 1.225
C48 -2.202 -1.034 0.193
N9 -1.716 -0.260 -0.540

=====

ORCA calculation (ωB97M-V with the def2-TZVPD basis set) on C48H53Ge3N4O3Ru as an isolated structure at a distorted geometry.

Properties
- 2S+1: 2
- Expectation value of S²: 0.86
- Total charge: +2
- HOMO level (alpha / beta): -12.650 / -13.204 eV
- LUMO (alpha / beta): -6.57 / -6.88 eV

Element x y z (Å)
Ru1 -0.631 0.269 0.186
O1 6.060 0.094 1.718
C1 5.492 1.286 1.225
C2 4.027 1.059 0.994
C3 3.168 2.124 0.739
C4 1.835 1.869 0.517
N1 1.328 0.623 0.538
C5 2.142 -0.404 0.799
C6 3.490 -0.218 1.031
C7 1.461 -1.705 0.835
C8 2.067 -2.870 1.246
C9 1.327 -4.048 1.311
C10 1.999 -5.321 1.767
O2 3.046 -5.081 2.682
C11 -0.007 -4.010 0.931
C12 -0.544 -2.816 0.507
N2 0.164 -1.686 0.470
H1 7.003 0.218 1.862
H2 5.946 1.583 0.274
H3 5.619 2.120 1.921
H4 3.529 3.146 0.714
H5 1.134 2.666 0.320
H6 4.140 -1.055 1.244
H7 3.105 -2.896 1.544
H8 2.469 -5.779 0.894
H9 1.260 -6.026 2.152
H10 2.682 -4.913 3.558
H11 -0.623 -4.900 0.970
H12 -1.578 -2.747 0.190
C13 -4.527 2.088 2.036
Ge1 -3.550 0.601 2.866
C14 -3.669 0.814 4.812
C15 -4.275 -1.145 2.354
Ge2 -1.038 0.806 2.559
C16 -0.215 -0.608 3.649
C17 -1.006 -1.641 4.150
C18 -0.452 -2.646 4.934
C19 0.912 -2.649 5.199
C20 1.722 -1.648 4.674
C21 1.162 -0.639 3.902
C22 -0.526 2.553 3.259
C23 -1.511 3.522 3.452
C24 -1.187 4.775 3.954
C25 0.134 5.086 4.244
C26 1.129 4.136 4.044
C27 0.802 2.880 3.553
H13 -5.356 1.706 1.436
H14 -3.891 2.720 1.417
H15 -4.953 2.694 2.838
H16 -4.724 0.726 5.086
H17 -3.308 1.796 5.120
H18 -3.104 0.049 5.346
H19 -5.346 -1.024 2.175
H20 -4.150 -1.859 3.170
H21 -3.812 -1.545 1.454
H22 -2.069 -1.659 3.942
H23 -1.085 -3.425 5.340
H24 1.341 -3.424 5.823
H25 2.788 -1.650 4.874
H26 1.811 0.134 3.510
H27 -2.546 3.300 3.222
H28 -1.965 5.512 4.112
H29 0.390 6.067 4.626
H30 2.161 4.377 4.270
H31 1.594 2.155 3.412
C28 -0.449 1.144 -1.571
Ge3 0.483 0.521 -3.161
C29 1.572 1.943 -3.924
C30 2.774 1.675 -4.578
C31 3.509 2.714 -5.139
C32 3.029 4.016 -5.087
C33 1.821 4.288 -4.458
C34 1.098 3.256 -3.872
C35 1.425 -1.147 -2.776
C36 2.816 -1.214 -2.664
C37 3.461 -2.433 -2.491
C38 2.724 -3.608 -2.414
C39 1.338 -3.559 -2.509
C40 0.699 -2.339 -2.691
C41 -0.877 0.104 -4.517
C42 -1.992 0.933 -4.675
C43 -2.955 0.645 -5.635
C44 -2.813 -0.477 -6.445
C45 -1.701 -1.297 -6.305
C46 -0.731 -1.006 -5.349
H32 -0.795 2.188 -1.542
H33 3.140 0.659 -4.670
H34 4.455 2.504 -5.623
H35 3.588 4.819 -5.553
H36 1.435 5.300 -4.430
H37 0.159 3.482 -3.374
H38 3.405 -0.304 -2.717
H39 4.543 -2.467 -2.443
H40 3.228 -4.561 -2.310
H41 0.754 -4.472 -2.470
H42 -0.381 -2.328 -2.817
H43 -2.109 1.816 -4.051
H44 -3.807 1.303 -5.766
H45 -3.558 -0.698 -7.199
H46 -1.582 -2.162 -6.947
H47 0.136 -1.649 -5.263
C47 -5.490 0.177 -2.451
N3 -4.625 0.433 -1.304
C48 -3.411 -0.075 -1.113
N4 -2.935 -0.990 -1.977
O3 -2.758 0.265 -0.073
H48 -6.184 1.004 -2.555
H49 -6.058 -0.746 -2.331
H50 -4.903 0.118 -3.368
H51 -4.953 1.046 -0.577
H52 -3.356 -1.140 -2.880
H53 -1.958 -1.201 -1.887